Computed, not measured: a 12-piece molecular cluster, C48H75F15O24 overall in a non-equilibrium geometry, with ωB97M-V with the def2-TZVPD basis set.

Each line ends with the Löwdin charge.
Cartesian coordinates (Å):
C1 1.4320 -1.5652 6.7165  -0.04
C2 2.7751 -0.9688 6.1518  -0.19
O1 3.5529 -2.0905 5.8540  -0.01
C3 4.8511 -1.9202 5.4529  -0.30
O2 5.5288 -0.8914 5.5619  0.14
C4 5.4677 -3.2322 4.8820  -0.61
F1 6.4852 -2.9316 4.0802  0.17
F2 5.8680 -3.9744 5.8455  0.23
F3 4.5512 -3.9487 4.2177  0.15
H1 1.5155 -2.2073 7.5933  0.08
H2 0.8662 -2.1626 6.0017  0.05
H3 0.8226 -0.7102 7.0092  0.07
H4 3.2222 -0.3848 6.9563  0.13
H5 2.6498 -0.3805 5.2428  0.11
C5 -0.8438 0.7064 -1.5405  -0.02
C6 -0.5410 1.8533 -0.5288  -0.15
O3 -0.8371 1.3323 0.8216  0.01
C7 0.1717 0.8285 1.5597  -0.28
O4 1.3627 0.8756 1.1679  0.09
C8 -0.2587 0.2174 2.9138  -0.58
F4 -0.2155 -1.0847 2.8305  0.19
F5 0.4938 0.5649 3.9276  0.20
F6 -1.5659 0.4520 3.1110  0.15
H6 -1.8012 0.2094 -1.3836  0.07
H7 -0.0119 0.0084 -1.4468  0.07
H8 -0.7577 1.1020 -2.5525  0.07
H9 -1.1407 2.7444 -0.7140  0.08
H10 0.5219 2.0652 -0.6446  0.10
C9 -2.2273 -2.8327 -1.5967  -0.07
C10 -2.8950 -4.1612 -1.5860  -0.24
O5 -3.7123 -4.2644 -2.6997  0.01
C11 -4.3703 -5.4094 -3.0870  -0.27
O6 -4.1548 -6.5085 -2.5330  0.12
C12 -5.3570 -5.2092 -4.2601  -0.63
F7 -4.8100 -5.9238 -5.2450  0.17
F8 -6.5372 -5.7019 -4.0279  0.21
F9 -5.5258 -3.9714 -4.6020  0.21
H11 -2.8773 -2.0007 -1.3257  0.06
H12 -1.7103 -2.7304 -2.5508  0.07
H13 -1.4495 -2.8613 -0.8336  0.06
H14 -3.4401 -4.2328 -0.6448  0.13
H15 -2.0549 -4.8488 -1.6842  0.12
C13 -3.3849 4.8204 3.6275  -0.05
C14 -3.4523 3.7275 2.5001  -0.15
O7 -4.3885 4.2001 1.4831  0.02
C15 -4.5631 3.5125 0.3272  -0.33
O8 -3.8390 2.5890 -0.0029  0.13
C16 -5.7190 4.0978 -0.5732  -0.55
F10 -6.6862 3.1962 -0.5284  0.19
F11 -6.1552 5.2443 -0.1292  0.20
F12 -5.2408 4.2946 -1.8340  0.14
H16 -3.0175 5.7810 3.2664  0.07
H17 -2.7019 4.4776 4.4048  0.07
H18 -4.3119 5.0849 4.1362  0.08
H19 -3.7256 2.7842 2.9730  0.11
H20 -2.4864 3.4856 2.0567  0.10
C17 1.5913 0.8713 -6.7222  -0.03
C18 0.4791 0.9421 -5.6471  -0.19
O9 -0.4721 -0.0815 -5.8619  0.00
C19 -0.3457 -1.3327 -5.3336  -0.27
O10 0.4053 -1.6014 -4.3399  0.08
C20 -1.4009 -2.3061 -5.9238  -0.49
F13 -2.1331 -1.8391 -6.9685  0.16
F14 -0.5917 -3.3854 -6.1851  0.13
F15 -2.3309 -2.6687 -5.0567  0.17
H21 2.1438 -0.0612 -6.6069  0.08
H22 2.2635 1.7293 -6.7109  0.07
H23 1.0794 0.7812 -7.6802  0.09
H24 -0.0458 1.8961 -5.6970  0.11
H25 0.9221 0.8281 -4.6577  0.10
O11 3.0006 2.2409 4.5064  0.08
C21 3.7162 2.0473 3.5284  -0.43
C22 3.6389 2.7624 2.1689  -0.05
C23 4.6142 1.8451 1.4472  -0.18
C24 5.5397 1.2217 2.4971  -0.16
O12 4.7527 1.1986 3.6317  0.03
H26 2.6605 2.6600 1.6994  0.10
H27 4.1057 3.7463 2.2141  0.13
H28 3.9930 1.1722 0.8561  0.08
H29 5.2246 2.4136 0.7456  0.11
H30 5.7358 0.2124 2.1352  0.12
H31 6.4561 1.8070 2.5737  0.13
O13 -6.6099 -2.9381 3.0029  0.07
C25 -5.6899 -2.1503 2.7260  -0.45
C26 -4.3148 -2.5376 2.1866  -0.04
C27 -3.9662 -1.2339 1.4420  -0.14
C28 -4.8503 -0.1483 2.0250  -0.16
O14 -5.8511 -0.8371 2.7144  0.04
H32 -3.6168 -2.8320 2.9704  0.12
H33 -4.4890 -3.3382 1.4677  0.12
H34 -2.9213 -0.9457 1.5568  0.09
H35 -4.0466 -1.2708 0.3556  0.10
H36 -4.2444 0.3597 2.7752  0.11
H37 -5.2614 0.6065 1.3547  0.12
O15 -1.3057 -3.3427 1.5830  0.07
C29 -0.6790 -4.0303 2.3959  -0.42
C30 0.7957 -4.0740 2.7029  -0.06
C31 0.8347 -4.9151 3.9836  -0.14
C32 -0.3933 -5.7310 3.8722  -0.18
O16 -1.3445 -4.9138 3.1923  0.04
H38 1.2718 -4.5527 1.8472  0.12
H39 1.2002 -3.0619 2.7181  0.10
H40 1.7354 -5.5170 4.1044  0.13
H41 0.8085 -4.2263 4.8280  0.10
H42 -0.2464 -6.6920 3.3791  0.13
H43 -0.6797 -6.0052 4.8875  0.13
O17 -1.2558 4.1334 -6.7107  0.11
C33 -1.7096 3.8986 -5.6189  -0.51
C34 -2.8676 2.9261 -5.3859  -0.06
C35 -3.2860 3.2802 -3.9843  -0.15
C36 -2.0916 4.0501 -3.3581  -0.13
O18 -1.2709 4.3683 -4.4734  0.05
H44 -3.7140 2.9615 -6.0718  0.13
H45 -2.4842 1.9119 -5.2745  0.11
H46 -4.2225 3.8285 -3.8825  0.10
H47 -3.3177 2.3498 -3.4174  0.11
H48 -2.3949 4.9804 -2.8778  0.13
H49 -1.5948 3.4054 -2.6332  0.09
O19 4.3780 1.8336 -5.6845  0.10
C37 4.1508 1.4862 -4.5436  -0.47
C38 4.2732 0.0743 -4.0482  -0.04
C39 3.3863 0.2387 -2.7811  -0.15
C40 3.5878 1.6386 -2.2684  -0.13
O20 3.8043 2.3397 -3.5294  0.02
H50 3.9410 -0.6589 -4.7832  0.12
H51 5.2729 -0.2672 -3.7798  0.13
H52 2.3530 -0.0423 -2.9847  0.10
H53 3.6767 -0.4593 -1.9959  0.09
H54 2.6800 1.9715 -1.7652  0.11
H55 4.3590 1.7814 -1.5115  0.11
C41 0.4157 4.1296 3.0710  -0.08
O21 0.1748 4.2188 1.6700  -0.19
C42 -0.0745 5.5258 1.1732  -0.20
C43 -0.3933 5.5081 -0.2910  -0.15
O22 0.5709 4.6739 -0.9998  -0.22
C44 1.7946 5.2767 -1.3886  -0.08
H56 -0.4498 4.4985 3.6214  0.07
H57 1.1794 4.7794 3.4984  0.10
H58 0.5473 3.1211 3.4630  0.08
H59 0.8247 6.1140 1.3562  0.12
H60 -0.8812 5.9535 1.7686  0.12
H61 -0.4746 6.4667 -0.8033  0.13
H62 -1.3551 4.9986 -0.3503  0.11
H63 1.5271 6.1934 -1.9141  0.09
H64 2.3674 4.6460 -2.0684  0.08
H65 2.3984 5.5480 -0.5227  0.08
C45 1.1122 -5.7254 -0.9298  -0.08
O23 2.1465 -4.9112 -0.3934  -0.19
C46 2.2768 -3.6888 -1.0096  -0.21
C47 3.4017 -2.9933 -0.2688  -0.17
O24 2.9797 -2.8696 1.0678  -0.17
C48 3.6601 -1.9288 1.8458  -0.10
H66 1.2102 -6.7359 -0.5331  0.09
H67 1.1777 -5.7823 -2.0164  0.09
H68 0.1134 -5.4079 -0.6304  0.07
H69 1.4043 -3.0572 -1.1772  0.13
H70 2.5734 -4.0652 -1.9886  0.13
H71 3.7500 -2.0323 -0.6472  0.10
H72 4.3218 -3.5714 -0.3547  0.13
H73 3.2096 -1.8141 2.8317  0.09
H74 3.6032 -0.8951 1.5044  0.06
H75 4.7249 -2.1203 1.9787  0.09

As for the electronic energy: -5177.65386 Eh. The LUMO energy comes out at 0.2 eV. The calculation puts the highest occupied orbital energy at -9.78 eV.